Entry from the OMol25 dataset: a molecular structure, C2H3N4 in a non-equilibrium geometry (ωB97M-V with the def2-TZVPD basis set).

```
9
Properties=species:S:1:pos:R:3
C 1.33755 0.88799 1.00098
C 0.11740 0.89318 -0.62203
N 1.31152 1.79900 0.18213
N 0.79396 -0.24828 1.17969
N -0.02005 -0.21465 0.07981
N -0.86104 -1.18321 -0.24789
H -0.36037 1.29968 -1.49106
H -0.49773 -2.12901 -0.16290
H -1.82123 -1.10470 0.08126
```

Output
- Total charge: +1
- HOMO: -16.424 eV

Mulliken population analysis, charges in e, atoms 1 to 8:
1 C 0.63
2 C 0.12
3 N -0.26
4 N -0.66
5 N 0.86
6 N -0.70
7 H 0.41
8 H 0.31

---

Entry from the OMol25 dataset: a gas-phase ion, C2H3N4O (charge -1) in a non-equilibrium geometry (ωB97M-V with the def2-TZVPD basis set).

```
10
Properties=species:S:1:pos:R:3
C -0.19638 1.51923 -1.07482
C -0.03649 0.29603 -0.23365
N 0.27633 2.76686 -1.05432
N -0.86362 1.30535 -2.23473
N -0.26495 3.39772 -2.03306
N -0.93048 2.49762 -2.77827
O -1.01904 -0.02019 0.73118
H -0.21786 -0.46121 -1.04338
H 0.94208 0.17602 0.24926
H -0.79341 0.58337 1.54434
```

Output
- Total charge: -1
- HOMO: -4.508 eV

Mulliken population analysis, charges in e, atoms 1 to 8:
1 C 0.64
2 C -0.37
3 N -0.39
4 N -0.27
5 N -0.41
6 N -0.44
7 O -0.55
8 H 0.23

---

Entry from the OMol25 dataset: a gas-phase ion, C2H3N4OS (charge -1) in a non-equilibrium geometry (ωB97M-V with the def2-TZVPD basis set).

```
11
Properties=species:S:1:pos:R:3
C 0.89868 0.24681 -0.21723
C -1.58000 0.01962 0.62411
N 0.69550 -0.99245 -0.76008
N 2.10681 0.43683 0.22713
N 1.84502 -1.54298 -0.63359
N 2.69921 -0.69469 -0.06624
O -1.00243 1.77218 -1.23390
S -0.48184 1.45499 0.10476
H -1.46935 -0.59868 -0.43564
H -2.66517 0.24315 0.91931
H -1.04644 -0.34479 1.47137
```

Output
- Total charge: -1
- HOMO: -5.076 eV

Mulliken population analysis, charges in e, atoms 1 to 8:
1 C 0.59
2 C -0.86
3 N -0.18
4 N -0.34
5 N -0.46
6 N -0.38
7 O -0.62
8 S 0.37

---

Entry from the OMol25 dataset: a molecular structure, C2H3N4S2 in a non-equilibrium geometry (ωB97M-V with the def2-TZVPD basis set).

```
11
Properties=species:S:1:pos:R:3
C -0.53950 -0.46062 1.89777
C 0.58492 -1.08096 -1.10215
N -0.20025 -1.13532 0.95530
N 0.29014 -1.74262 -0.02206
N 0.09433 0.06155 -1.63665
N 0.31313 1.29184 -1.27675
S -0.99230 0.00639 3.39158
S 1.53060 -1.43693 -2.47823
H 1.04901 1.68105 -0.77792
H -1.88660 0.97170 2.90483
H -0.24348 1.84394 -1.85571
```

Output
- Total charge: +1
- HOMO (spin up / spin down): -13.244 / -13.244 eV

Mulliken population analysis, charges in e, atoms 1 to 8:
1 C 0.54
2 C 0.44
3 N 0.47
4 N -0.80
5 N -0.14
6 N -0.11
7 S -0.12
8 S -0.04

---

Entry from the OMol25 dataset: C2H3N5O in the gas phase in a non-equilibrium geometry (ωB97M-V with the def2-TZVPD basis set).

```
11
Properties=species:S:1:pos:R:3
C -0.31428 0.01902 -1.65167
C 0.71242 -0.33117 1.81330
H -2.07250 0.28645 -1.38831
H 0.56852 -0.18176 -2.18883
H 1.82519 0.69164 0.34570
N -1.42620 0.10225 -2.18516
N -0.06146 0.29022 -0.23075
N -1.09105 0.01973 0.57033
N -0.71699 -0.26818 1.76312
N 1.11180 -0.13070 0.42218
O 1.46455 -0.49750 2.73008
```

Output
- Total charge: 0
- SMILES string: [H]/N=C\n1nnc(=O)[nH]1
- HOMO: -10.296 eV

Mulliken population analysis, charges in e, atoms 1 to 8:
1 C -0.04
2 C 0.44
3 H 0.33
4 H 0.39
5 H 0.33
6 N -0.51
7 N 0.49
8 N -0.19

---

Entry from the OMol25 dataset: C2H3NO in the gas phase in a non-equilibrium geometry (ωB97M-V with the def2-TZVPD basis set).

```
7
Properties=species:S:1:pos:R:3
C 0.45720 0.40295 0.00071
N -0.16496 -1.17143 -0.00616
C -0.92114 -0.09881 0.00046
O -2.03576 0.33987 0.00267
H 0.84111 0.75646 -0.94572
H 0.84386 0.74753 0.94931
H 0.97970 -0.97656 -0.00128
```

Output
- Total charge: 0
- SMILES string: O=C1CN1
- HOMO: -9.846 eV

List of Mulliken charges in e, atom by atom:
1 C -0.53
2 N -0.43
3 C 0.55
4 O -0.55
5 H 0.30
6 H 0.31
7 H 0.36

---

Entry from the OMol25 dataset: a molecular structure, C2H3NO in a non-equilibrium geometry (ωB97M-V with the def2-TZVPD basis set).

```
7
Properties=species:S:1:pos:R:3
C -1.11172 -0.68640 0.04791
C 0.68422 0.28063 -0.03478
N 0.11601 -0.97431 -0.04361
O -1.24291 0.63437 -0.12472
H -2.02243 -1.40856 0.20757
H 0.81656 0.87407 0.92256
H 1.34096 0.50212 -0.85620
```

Output
- Total charge: 0
- HOMO: -9.729 eV

List of Mulliken charges in e, atom by atom:
1 C 0.22
2 C 0.05
3 N -0.51
4 O -0.54
5 H 0.29
6 H 0.21
7 H 0.27

---

Entry from the OMol25 dataset: 2 unconnected molecules or ions with the total composition C2H3NO in a non-equilibrium geometry (ωB97M-V with the def2-TZVPD basis set).

```
7
Properties=species:S:1:pos:R:3
C 2.27648 -0.36737 -0.37935
C -1.13247 0.17763 0.14201
N 0.06223 0.72858 0.30160
O 3.28945 -0.37731 0.12784
H -1.56861 0.38267 -0.87576
H -1.95434 0.38921 0.90592
H -0.97274 -0.93342 -0.22227
```

Output
- Total charge: 0
- HOMO (spin up / spin down): -9.304 / -9.328 eV

List of Mulliken charges in e, atom by atom:
1 C 0.17
2 C -0.51
3 N -0.27
4 O -0.18
5 H 0.26
6 H 0.29
7 H 0.24

---

Entry from the OMol25 dataset: 2 unconnected molecules or ions with the total composition C2H3NO in a non-equilibrium geometry (ωB97M-V with the def2-TZVPD basis set).

```
7
Properties=species:S:1:pos:R:3
C -0.77050 -0.35287 -0.54905
C 0.71265 0.92067 1.31719
N 0.02173 -0.99082 -1.25889
O 0.76319 0.40183 2.37474
H -1.75195 -0.11262 -0.79671
H 1.43729 1.59975 0.92502
H -0.41240 -1.46595 -2.01229
```

Output
- Total charge: 0
- HOMO (spin up / spin down): -8.186 / -8.359 eV

List of Mulliken charges in e, atom by atom:
1 C -0.09
2 C 0.07
3 N -0.46
4 O -0.30
5 H 0.28
6 H 0.26
7 H 0.25

---

Entry from the OMol25 dataset: 2 unconnected molecules or ions with the total composition C2H3NO in a non-equilibrium geometry (ωB97M-V with the def2-TZVPD basis set).

```
7
Properties=species:S:1:pos:R:3
C 0.55122 -0.46238 4.23679
C 0.11048 -0.09770 -0.45427
N -0.19239 -0.72339 0.58326
O 1.52997 -0.32884 3.69405
H -0.07470 0.96223 -0.65814
H 0.60367 -0.65816 -1.24148
H -0.66704 -0.18430 1.30750
```

Output
- Total charge: 0
- Multiplicity: 3
- HOMO (spin up / spin down): -5.630 / -11.493 eV

List of Mulliken charges in e, atom by atom:
1 C 0.10
2 C -0.53
3 N -0.27
4 O -0.10
5 H 0.29
6 H 0.28
7 H 0.24

---

Entry from the OMol25 dataset: C2H3NO2 in the gas phase in a non-equilibrium geometry (ωB97M-V with the def2-TZVPD basis set).

```
8
Properties=species:S:1:pos:R:3
C -0.35561 -1.04004 -0.32799
C 0.32065 0.96991 0.71682
H 0.33647 -1.74083 0.50562
H -0.68914 0.63329 -1.21538
H 0.60877 0.28558 1.51413
N -0.33593 0.27120 -0.22166
O -0.65999 -1.51284 -1.54059
O 0.77479 2.13374 0.56905
```

Output
- Total charge: 0
- SMILES string: O=CNC=O
- HOMO: -10.644 eV

List of Mulliken charges in e, atom by atom:
1 C 0.20
2 C 0.23
3 H 0.20
4 H 0.36
5 H 0.22
6 N -0.10
7 O -0.57
8 O -0.53

---

Entry from the OMol25 dataset: 2 unconnected molecules or ions with the total composition C2H3NO2 in a non-equilibrium geometry (ωB97M-V with the def2-TZVPD basis set).

```
8
Properties=species:S:1:pos:R:3
C 1.38692 -1.14352 0.29070
C -1.68365 1.36927 -0.54670
N 2.09294 -1.64307 1.14772
O 0.88852 -0.47142 -0.52966
O -0.49275 1.25374 -0.44671
H -2.37074 1.23133 0.36383
H 2.48539 -2.53519 1.09501
H -2.30662 1.93886 -1.37420
```

Output
- Total charge: 0
- SMILES string: N=C=O.C=O
- HOMO: -9.927 eV

List of Mulliken charges in e, atom by atom:
1 C 0.58
2 C -0.05
3 N -0.48
4 O -0.36
5 O -0.33
6 H 0.19
7 H 0.26
8 H 0.19

---

Entry from the OMol25 dataset: 2 unconnected molecules or ions with the total composition C2H3NO2 in a non-equilibrium geometry (ωB97M-V with the def2-TZVPD basis set).

```
8
Properties=species:S:1:pos:R:3
C 1.65543 1.50608 0.33533
C -0.97629 -1.34271 -0.43721
N -0.47711 1.33523 1.24112
O -0.13749 -0.71912 -1.01999
O 0.54597 1.35796 0.70288
H 2.17422 1.15828 -0.52189
H -1.45369 -0.96803 0.48287
H -1.33104 -2.32768 -0.78312
```

Output
- Total charge: 0
- HOMO (spin up / spin down): -8.806 / -8.801 eV

List of Mulliken charges in e, atom by atom:
1 C -0.14
2 C -0.07
3 N -0.20
4 O -0.39
5 O 0.08
6 H 0.28
7 H 0.19
8 H 0.26

---

Entry from the OMol25 dataset: C2H3NO2 in the gas phase (ωB97M-V with the def2-TZVPD basis set).

```
8
Properties=species:S:1:pos:R:3
N 0.17983 0.16096 0.46880
C 0.64741 0.77704 -0.67804
O 0.23165 0.53283 -1.78503
C -0.81248 -0.82301 0.39801
O -0.88964 -1.74222 1.17130
H 0.71384 0.22492 1.32632
H 1.45084 1.50738 -0.48221
H -1.52146 -0.63789 -0.41916
```

Output
- Total charge: 0
- SMILES string: O=CNC=O
- HOMO: -10.477 eV

List of Mulliken charges in e, atom by atom:
1 N -0.12
2 C 0.10
3 O -0.50
4 C 0.09
5 O -0.48
6 H 0.26
7 H 0.35
8 H 0.31

---

Entry from the OMol25 dataset: C2H3NO2 in the gas phase in a non-equilibrium geometry (ωB97M-V with the def2-TZVPD basis set).

```
8
Properties=species:S:1:pos:R:3
C -0.29489 0.10688 -0.18407
C 1.06439 -0.06841 0.02628
N -1.30567 0.61844 -0.81777
O -1.44291 -0.56167 0.87815
O -2.31816 0.04196 -0.08184
H 1.48656 0.17730 -1.00358
H 1.52222 0.65678 0.75033
H 1.28847 -0.97128 0.43250
```

Output
- Total charge: 0
- SMILES string: Cc1noo1
- HOMO: -10.119 eV

List of Mulliken charges in e, atom by atom:
1 C 0.71
2 C -0.89
3 N -0.36
4 O -0.30
5 O -0.03
6 H 0.29
7 H 0.27
8 H 0.31

---

Entry from the OMol25 dataset: C2H3NO2 in the gas phase in a non-equilibrium geometry (ωB97M-V with the def2-TZVPD basis set).

```
8
Properties=species:S:1:pos:R:3
C -1.02538 -0.67538 -0.53738
C -0.27931 -0.36238 0.74334
N 0.32394 0.82187 0.50550
O -0.57625 -0.32715 -1.58798
O 1.21627 0.64849 -0.48180
H -0.96286 -0.20984 1.58314
H 0.21125 -1.30658 0.87703
H 1.09236 1.41098 -1.10185
```

Output
- Total charge: 0
- HOMO (spin up / spin down): -8.676 / -9.171 eV

List of Mulliken charges in e, atom by atom:
1 C 0.11
2 C -0.03
3 N -0.38
4 O -0.30
5 O -0.31
6 H 0.32
7 H 0.23
8 H 0.36

---

Entry from the OMol25 dataset: 2 unconnected molecules or ions with the total composition C2H3NO2 in a non-equilibrium geometry (ωB97M-V with the def2-TZVPD basis set).

```
8
Properties=species:S:1:pos:R:3
C 1.24733 0.88590 -1.10309
C -0.09513 0.88637 -0.84983
N 2.04265 1.05195 -1.97768
O 0.19734 -1.87508 -0.28266
O -0.80938 1.44520 0.09791
H 0.96754 -1.73049 -0.59085
H 0.14950 -2.64833 0.40479
H -1.71883 1.54875 -0.26787
```

Output
- Total charge: 0
- HOMO: -8.683 eV

List of Mulliken charges in e, atom by atom:
1 C 0.14
2 C 0.13
3 N -0.37
4 O -0.59
5 O -0.37
6 H 0.28
7 H 0.33
8 H 0.46

---

Entry from the OMol25 dataset: C2H3NO2 in the gas phase in a non-equilibrium geometry (ωB97M-V with the def2-TZVPD basis set).

```
8
Properties=species:S:1:pos:R:3
C 1.33840 0.40857 0.03510
C -0.96195 -0.30924 0.06625
H 2.08115 1.30588 -0.11968
H -0.35580 1.58232 -0.18100
H -0.54205 -1.29449 0.39876
N 0.02465 0.66121 0.09506
O 1.68356 -0.73959 -0.08000
O -2.13538 -0.11268 -0.09146
```

Output
- Total charge: 0
- SMILES string: O=CNC=O
- HOMO: -10.371 eV

List of Mulliken charges in e, atom by atom:
1 C 0.17
2 C 0.07
3 H 0.30
4 H 0.27
5 H 0.30
6 N -0.12
7 O -0.50
8 O -0.48

---

Entry from the OMol25 dataset: 2 unconnected molecules or ions with the total composition C2H3NO2S in a non-equilibrium geometry (ωB97M-V with the def2-TZVPD basis set).

```
9
Properties=species:S:1:pos:R:3
C 0.60689 -0.23250 0.38627
C 0.71802 1.19753 0.60386
N -1.24993 -0.53318 -0.38536
O 1.23313 -1.20542 0.54345
O -2.44220 -2.08777 -1.85190
S -1.16456 -1.79577 -1.22349
H 1.28589 1.61483 -0.22970
H 1.27311 1.38004 1.52716
H -0.26035 1.66224 0.62972
```

Output
- Total charge: 0
- HOMO: -9.804 eV

Mulliken population analysis, charges in e, atoms 1 to 8:
1 C 0.71
2 C -0.84
3 N -0.40
4 O -0.35
5 O -0.47
6 S 0.44
7 H 0.26
8 H 0.31

---

Entry from the OMol25 dataset: C2H3NO2S in the gas phase in a non-equilibrium geometry (ωB97M-V with the def2-TZVPD basis set).

```
9
Properties=species:S:1:pos:R:3
C 0.23929 1.35507 0.14484
C -0.87696 -0.80604 -0.27435
H 1.60829 -1.57973 0.51508
H 1.17154 1.89773 -0.04652
H -0.79927 -1.99118 -0.23624
N 0.32501 0.01304 -0.11346
O 1.50798 -0.67598 -0.19269
O -2.04373 -0.37975 -0.52290
S -1.13214 2.16684 0.72623
```

Output
- Total charge: 0
- SMILES string: O=CN(O)C=S
- HOMO: -8.641 eV

Mulliken population analysis, charges in e, atoms 1 to 8:
1 C -0.19
2 C 0.08
3 H 0.37
4 H 0.31
5 H 0.26
6 N 0.29
7 O -0.46
8 O -0.45